No. 1
Below is the molecule C6H6 at a distorted geometry, with properties calculated with ωB97M-V/def2-TZVPD.

```
12
Properties=species:S:1:pos:R:3:forces:R:3:mulliken_charge:R:1
C -3.0090 0.5685 0.5471 2.712 -0.592 -0.235 -0.549
C -1.8467 0.1692 0.3381 -3.749 1.142 0.393 0.196
C -0.7045 -0.4070 0.0187 4.422 -4.597 -3.249 0.014
C 0.2452 -1.4201 -0.9164 -3.790 3.710 5.328 -0.657
C 0.7457 -0.6099 0.2962 -1.271 -0.578 -1.885 0.054
C 1.5847 0.5629 -0.0423 1.742 2.127 2.219 -1.062
H -3.8955 1.0031 0.9161 -0.418 0.089 0.023 0.424
H 0.3820 -1.2106 -1.9174 0.252 0.128 -2.118 0.294
H 0.9589 -1.2855 1.0722 0.648 -0.255 1.405 0.424
H 2.5516 0.6147 0.5624 -1.292 -0.039 -0.361 0.258
H 1.0148 1.5497 0.1605 1.018 -1.527 -0.678 0.267
H 1.9729 0.4650 -1.0354 -0.273 0.392 -0.841 0.337
```
Positions in Å, forces in eV/Å.

As for the max |F|: 0.1462 Eh/bohr. The value obtained for the calculated total energy is -231.95611 Eh. As for the HOMO energy (alpha / beta): -8.77 / -8.08 eV. Its SMILES is C#CC1=C[C@H]1C. Its charge is 0. As for the energy above the lowest of the compared OMol25 structures with the same formula, charge and spin: 169.6 kcal per mole.

No. 2
Below is the ion C3H12N5 with charge +1 at a distorted geometry, with properties calculated with ωB97M-V/def2-TZVPD.

```
20
Properties=species:S:1:pos:R:3:forces:R:3:mulliken_charge:R:1
H -1.9558 -2.8332 -0.5921 0.902 0.722 1.157 0.258
N -1.0888 -2.2455 -0.6994 0.792 0.540 -1.307 -0.734
N -0.8113 -1.4252 0.1731 -3.779 -1.091 1.780 0.187
C 0.1883 -0.4612 -0.1138 1.435 -2.153 -3.614 -0.249
N 0.7928 -0.1532 1.2229 -0.619 0.453 -1.138 -0.087
C 2.2505 -0.3047 1.4002 2.537 -1.875 1.565 -0.769
N -0.3037 0.7502 -0.8034 -0.201 0.976 2.753 0.246
C -1.2812 0.6572 -1.8796 -0.803 -3.398 0.975 -0.786
N -0.6636 1.6986 0.1744 0.140 0.170 1.693 -0.721
H 0.7900 -1.0845 -0.9131 0.283 1.675 1.681 0.363
H 0.6438 0.8411 1.3101 -0.610 1.405 -0.349 0.538
H 0.0628 -0.4844 1.9075 1.412 -0.598 -0.273 0.413
H 2.5431 -1.4457 1.5750 -0.659 2.618 -0.453 0.318
H 2.8703 0.1264 0.5572 -1.335 -0.640 0.578 0.327
H 2.5777 0.3142 2.3058 -0.686 -1.114 -1.065 0.351
H -1.6343 -0.4625 -1.9301 0.856 2.117 -0.748 0.256
H -2.2098 1.1802 -1.6305 0.509 0.344 -0.218 0.324
H -0.7093 1.0044 -2.6967 -0.436 0.194 -1.596 0.328
H -1.5761 1.6583 0.6143 -0.358 -0.594 -0.478 0.240
H -0.4852 2.6694 0.0184 0.619 0.251 -0.944 0.195
```
Positions in Å, forces in eV/Å.

As for the max |F|: 0.0864 Eh/bohr. The value obtained for the calculated total energy is -394.88791 Eh. As for the HOMO energy: -13.03 eV. Its SMILES is [H]/N=N/[C@H]([NH2+]C)N(C)N. Its charge is +1. As for the energy above the lowest of the compared OMol25 structures with the same formula, charge and spin: 137.4 kcal per mole.

No. 3
Below is a cluster of 2 separate species, C4H10OS in total at a distorted geometry, with properties calculated with ωB97M-V/def2-TZVPD.

```
16
Properties=species:S:1:pos:R:3:forces:R:3:mulliken_charge:R:1
C -0.2395 0.3903 -1.3393 -1.775 3.223 -2.199 -1.112
C 0.2905 0.8686 -0.0073 1.367 -3.114 0.540 -0.127
C 0.7385 -0.5736 0.3822 3.368 -2.567 0.530 -0.672
C -0.5174 -1.4074 0.6290 -0.439 -3.274 -0.249 -0.170
H -0.8220 -0.6741 -1.3625 0.892 4.172 -0.940 0.262
H -0.6209 1.3622 -1.7939 -0.950 -1.647 -0.117 0.298
H 0.6039 0.2609 -1.9357 1.521 -0.518 -1.265 0.507
H -0.5371 1.1404 0.6188 0.512 1.142 0.450 0.342
H 1.0054 3.1037 1.4744 1.733 -2.197 -3.035 0.139
H 1.1428 -0.9690 -0.6354 -0.022 0.217 2.047 0.326
H 1.6294 -0.8106 1.1297 -2.075 1.108 -1.046 0.303
H -0.8921 -1.4132 -0.4849 -0.580 -1.485 3.530 -0.020
H -0.5417 -2.6732 0.9355 0.754 4.034 -0.526 0.271
H -1.6892 0.0544 0.8206 0.561 -2.520 3.377 0.363
O -1.3343 -0.6682 1.5487 -1.700 1.662 -3.885 -0.485
S 1.7836 2.0088 0.0201 -3.167 1.763 2.788 -0.226
```
Positions in Å, forces in eV/Å.

As for the max |F|: 0.0889 Eh/bohr. The value obtained for the calculated total energy is -631.58380 Eh. As for the HOMO energy: -9.30 eV. Its charge is 0. As for the energy above the lowest of the compared OMol25 structures with the same formula, charge and spin: 151.2 kcal per mole.

No. 4
Below is the molecule C23H31N3O5S at a distorted geometry, with properties calculated with ωB97M-V/def2-TZVPD.

```
63
Properties=species:S:1:pos:R:3:forces:R:3:mulliken_charge:R:1
O -1.7270 1.3374 -0.2088 -0.239 0.277 -0.066 -0.601
C -1.0400 0.3491 -0.1140 -0.055 -0.687 0.106 0.766
C -1.6539 -1.0369 0.1560 -0.111 0.256 0.425 -0.939
O -1.4318 -1.9768 -0.8925 -0.280 0.049 -0.267 -0.310
C -0.2926 -2.6674 -0.9083 0.382 -0.197 -0.162 0.881
O 0.6234 -2.4600 -0.1436 0.014 -0.075 0.101 -0.748
C -0.3158 -3.7431 -1.9534 -0.176 -0.087 0.096 -1.097
C -1.1187 -4.9460 -1.4256 0.009 0.193 -0.221 0.271
C -0.4985 -5.5714 -0.1572 0.034 -0.099 0.183 -1.192
C -0.2843 -7.0357 -0.5533 0.090 -0.123 0.259 0.024
C -1.6559 -7.7074 -0.6870 0.046 -0.129 0.154 -0.878
C -2.2202 -7.0942 -1.9851 -0.102 0.040 -0.174 -0.961
C -1.1157 -6.1226 -2.4173 -0.178 0.107 -0.194 -0.245
C 0.1391 -6.8959 -2.0142 0.044 0.018 0.008 -1.005
N 0.3144 0.3078 -0.1813 0.370 -0.289 0.034 0.072
C 1.1927 1.3649 -0.4134 0.213 0.468 -0.064 0.279
C 2.5491 1.1527 -0.1606 -0.186 0.043 -0.038 -0.663
C 3.4707 2.1644 -0.3588 -0.082 0.116 -0.039 -0.858
C 3.0528 3.4067 -0.8102 0.193 0.030 0.003 -0.660
C 1.7108 3.6002 -1.0694 -0.128 0.362 -0.229 0.283
S 1.1887 5.2147 -1.6383 0.151 0.339 0.304 1.127
O 2.2034 5.7650 -2.4839 0.220 -0.063 0.229 -0.708
O -0.1539 5.1471 -2.1244 0.004 -0.269 0.249 -0.653
N 1.2574 6.1589 -0.2530 0.325 -0.074 -1.305 -0.191
C 0.6151 5.9871 0.9591 -0.549 -0.141 0.773 0.714
N 1.1787 6.5008 1.9710 0.323 -0.024 -0.665 -0.752
C 0.5684 6.4362 3.2738 0.034 -0.095 0.296 -0.689
C 0.4323 5.0161 3.8350 -0.236 0.179 -0.017 -0.666
C -0.7591 4.2443 3.2716 0.336 -0.119 -0.079 -1.037
C -0.6456 3.9659 1.7746 -0.216 0.089 0.233 0.030
C -0.6896 5.2409 0.9242 0.064 -0.201 0.144 -1.037
C 0.7730 2.6067 -0.8876 -0.238 -0.089 -0.095 -0.223
H -2.7369 -0.9246 0.2268 0.234 0.054 -0.016 0.345
H -1.2478 -1.4321 1.0952 -0.098 0.030 -0.125 0.387
H -0.7975 -3.3558 -2.8514 0.047 0.019 -0.032 0.395
H 0.7086 -4.0389 -2.1770 -0.003 0.074 0.024 0.288
H -2.1403 -4.6031 -1.2426 0.003 -0.037 -0.037 0.496
H -1.1493 -5.4747 0.7115 0.017 0.017 0.078 0.326
H 0.4537 -5.0972 0.0833 0.028 0.039 0.041 0.368
H 0.4029 -7.5677 0.1023 0.028 -0.005 0.002 0.426
H -2.2889 -7.5044 0.1759 -0.016 -0.042 0.069 0.356
H -1.5481 -8.7883 -0.7764 -0.026 -0.029 0.029 0.375
H -3.1707 -6.5859 -1.8271 -0.058 0.016 -0.049 0.401
H -2.3725 -7.8585 -2.7473 -0.037 -0.005 -0.021 0.359
H -1.1845 -5.8149 -3.4593 -0.002 0.033 -0.053 0.533
H 1.0612 -6.3328 -2.1412 0.119 0.037 -0.022 0.378
H 0.2275 -7.8516 -2.5269 0.028 -0.080 -0.071 0.355
H 0.7537 -0.5933 0.0093 -0.291 0.174 -0.054 0.158
H 2.8744 0.1844 0.1914 0.039 -0.105 0.058 0.462
H 4.5155 1.9841 -0.1586 0.087 -0.010 0.009 0.404
H 3.7453 4.2138 -0.9833 0.177 0.052 0.006 0.458
H 2.1154 6.6862 -0.1833 0.174 0.012 -0.061 0.303
H 1.2213 7.0188 3.9310 -0.239 -0.036 0.029 0.368
H -0.4194 6.9161 3.2643 0.007 0.053 0.072 0.335
H 1.3560 4.4710 3.6275 0.067 -0.012 0.061 0.308
H 0.3212 5.0879 4.9195 0.064 -0.012 0.020 0.389
H -0.8404 3.2913 3.8012 -0.080 0.018 0.013 0.349
H -1.6761 4.8065 3.4661 -0.082 -0.011 0.039 0.399
H 0.2866 3.4291 1.5795 -0.055 -0.059 -0.013 0.155
H -1.4687 3.3176 1.4683 0.073 -0.020 -0.057 0.368
H -0.9407 5.0054 -0.1070 -0.173 0.057 0.136 0.170
H -1.4673 5.9022 1.3191 -0.021 0.030 -0.080 0.607
H -0.2616 2.7998 -1.1148 -0.086 -0.050 0.020 0.647
```
Positions in Å, forces in eV/Å.

As for the max |F|: 0.0262 Eh/bohr. The value obtained for the calculated total energy is -1833.72287 Eh. As for the HOMO energy: -8.97 eV. Its SMILES is O=C(COC(=O)C[C@@H]1C[C@H]2CC[C@@H]1C2)Nc1cccc(S(=O)(=O)NC2=NCCCCC2)c1. Its charge is 0. As for the energy above the lowest of the compared OMol25 structures with the same formula, charge and spin: 43.0 kcal per mole.

Which of these has the highest energy above the lowest of the compared OMol25 structures with the same formula, charge and spin?
C6H6